Entry 1:
The following is a DFT calculation (the ωB97M-V functional and the def2-TZVPD basis) of a cluster of 4 separate species, C38H38ClF3N2OS in total at a distorted geometry.

CARTESIAN COORDINATES (ANGSTROEM)
Cl: -2.8777 -4.8879 0.1169
S: -0.2732 -3.4443 -1.4805
F: 3.7834 -4.7040 4.8508
F: 2.9103 3.3272 -2.9582
F: -3.7065 1.2723 2.0495
O: -4.7003 0.8928 -2.8088
N: -0.6906 -0.6730 -1.9841
N: -4.9978 2.7005 -1.4198
C: 1.2127 -3.5619 2.5788
C: 5.4204 2.7550 -5.4959
C: 2.0172 -5.9009 3.8526
C: -3.9086 -1.0138 -0.2151
C: 1.4381 0.1720 -1.2017
C: -2.9629 1.0724 -1.1431
C: -3.9134 -2.3553 0.0838
C: -5.8063 2.2601 -0.2582
C: 3.5399 1.2049 -0.4051
C: 4.6387 2.2168 -6.5095
C: -1.7831 -1.2307 -1.2683
C: 3.4776 2.9622 -4.1265
C: -3.5992 0.6743 4.3306
C: -4.0764 3.7770 -1.0412
C: 5.3016 2.4360 0.8487
C: -1.7754 -2.5863 -0.9459
C: 4.8366 3.1360 -4.2962
C: -6.3724 0.4391 4.3374
C: 2.2754 -2.4498 -0.5980
C: 4.7851 1.0039 0.4861
C: 0.9078 -5.9090 3.0187
C: 3.0862 -1.3418 -0.3924
C: 2.6860 2.4235 -5.1209
C: -2.8602 -3.1705 -0.2693
C: -5.6496 0.2012 5.4992
C: 5.8919 0.3518 -0.4170
C: -2.8565 -0.4235 -0.8953
C: -4.3356 0.9115 3.1890
C: -4.2688 1.5055 -1.8591
C: 0.9998 -2.1983 -1.1332
C: 2.6973 -0.0442 -0.6593
C: 3.2725 2.0536 -6.3225
C: 2.3215 -3.5442 3.4160
C: -4.2650 0.3202 5.4956
C: -5.7104 0.8001 3.1730
C: 2.7074 -4.7157 4.0396
C: 0.5201 -4.7371 2.3862
C: 0.5981 -0.9033 -1.4328
H: -6.1662 -0.0776 6.4084
H: -3.7028 0.1389 6.4021
H: 1.0588 1.1704 -1.4275
H: -0.8365 0.2987 -2.2070
H: 4.4421 3.1229 0.8881
H: -2.5213 0.7672 4.3055
H: 2.8749 1.8994 0.1391
H: 3.8014 1.7350 -1.3321
H: -4.4844 4.7785 -1.2319
H: -2.9559 1.5537 -0.1517
H: -5.2148 2.2184 0.6669
H: 2.3501 -6.8010 4.3531
H: -0.3351 -4.7175 1.7317
H: 5.4604 -0.4392 -1.0407
H: -3.8549 3.7452 0.0452
H: -6.7175 2.8600 -0.1539
H: -6.2506 0.9964 2.2564
H: -2.1246 1.5165 -1.6934
H: 5.8339 2.4647 1.8064
H: 6.4856 2.8787 -5.6400
H: 1.6244 2.2960 -4.9530
H: 5.9549 2.8345 0.0609
H: -4.7545 -2.8002 0.6136
H: 4.0737 -1.4971 0.0387
H: -7.4501 0.3424 4.3383
H: 2.6076 -3.4581 -0.3656
H: 2.8820 -2.6340 3.5874
H: 6.2124 1.1392 -1.1123
H: 2.6624 1.6376 -7.1134
H: -4.7621 -0.4244 0.1165
H: 5.4271 3.5647 -3.4964
H: -3.1040 3.7196 -1.5479
H: -6.1136 1.2252 -0.4774
H: 0.3518 -6.8242 2.8634
H: 0.8896 -2.6621 2.0707
H: 4.5986 0.4363 1.4042
H: 5.0956 1.9240 -7.4459
H: 6.7259 -0.0026 0.1988

Results
SMILES string = CC(C)Cc1ccc2c(c1)Nc1c(CC(=O)N(C)C)ccc(Cl)c1S2.Fc1ccccc1.Fc1ccccc1.Fc1ccccc1
LUMO = 0.014 Ha
Max |F| = 2.3 eV/A
Orbital gap = 8.32 eV
HOMO energy = -7.9 eV

Entry 2:
The following is a DFT calculation (the ωB97M-V functional and the def2-TZVPD basis) of a cluster of 2 separate species, C3H10OS in total.

CARTESIAN COORDINATES (ANGSTROEM)
S: -0.2671 -0.3788 -1.2851
O: 0.4341 -4.3640 3.8075
C: 0.9114 2.1392 -0.6966
C: -1.6140 0.5780 -1.9768
C: 0.5304 0.7620 -0.1490
H: 0.2855 -4.8194 4.6424
H: 1.2680 -4.7424 3.4824
H: 1.3890 0.2253 0.2329
H: -1.8620 1.5206 -1.4877
H: -0.0702 0.9021 0.7594
H: 0.0951 2.5379 -1.2873
H: 1.8443 2.0964 -1.2573
H: 1.0383 2.8289 0.1281
H: -2.5187 -0.0140 -1.8666
H: -1.4643 0.7281 -3.0465

Results
SMILES string = CCSC.O
LUMO = 0.033 Ha
Max |F| = 1.0 eV/A
Orbital gap = 9.21 eV
HOMO energy = -8.3 eV

Entry 3:
The following is a DFT calculation (the ωB97M-V functional and the def2-TZVPD basis) of a structure of composition C42H56KN4O7P.

CARTESIAN COORDINATES (ANGSTROEM)
K: 0.9399 0.5297 0.1747
P: 2.5625 2.9012 -2.3924
O: 1.9243 1.7255 -1.7319
O: -2.0077 3.6737 -1.1140
O: 3.0674 3.8330 1.8008
O: 2.7479 1.6167 1.6191
O: -0.0976 1.4830 2.5113
O: -0.7533 -0.0356 -1.9190
O: -1.2114 -0.7055 2.6546
N: -1.8772 3.5231 1.1604
N: -1.0884 -2.7329 0.5546
N: -2.1115 1.6173 -0.1303
N: 1.3346 -2.7953 -1.1802
C: -2.5276 -2.4849 5.5212
C: -0.7020 -0.6980 -3.0074
C: 1.6556 3.1201 -3.9703
C: 2.6272 4.2710 -1.2011
C: 0.3178 2.9105 5.8457
C: 3.5913 5.4416 -1.3999
C: 1.5317 3.5703 5.7100
C: 0.1409 2.9556 -3.6739
C: 3.0245 6.5529 -2.2794
C: -0.0088 3.1135 -6.1756
C: 0.6867 5.8934 -1.5919
C: 1.2542 4.7694 -0.7335
C: 1.8787 4.2929 -4.9256
C: 1.2858 3.9388 -6.3003
C: 2.1933 3.5125 4.4922
C: 1.7042 2.7836 3.4126
C: 1.6810 7.0435 -1.7383
C: 0.3083 -3.8341 -1.1635
C: -2.0654 -2.9187 2.8022
C: 2.5719 2.7361 2.1492
C: -0.2097 2.2132 4.7727
C: -1.0783 -3.3233 -0.7677
C: -0.7112 3.4245 -4.8587
C: -0.5666 -2.2873 -5.3819
C: 0.3108 -2.5122 -4.3229
C: 1.2440 -1.8935 -2.0660
C: 0.2611 -1.7446 -3.1726
C: -2.6753 -3.8851 3.6030
C: 5.0202 3.4229 -3.8046
C: -1.9473 -1.4959 4.7587
C: -1.8431 -3.2908 1.4033
C: -1.4986 -1.2573 -5.2564
C: 0.4758 2.1262 3.5570
C: 5.7593 0.7576 -3.8376
C: -2.9158 -3.6994 4.9532
C: 4.4141 1.0277 -3.1730
C: -1.5708 -0.4798 -4.1159
C: -1.7120 -1.6457 3.3606
C: 5.0289 2.7831 -5.1900
C: -1.9821 2.9690 -0.1061
C: 5.8625 1.4930 -5.1854
C: 4.3102 2.5139 -2.7767
H: 2.8886 6.1881 -3.3033
H: -0.0570 1.9093 -3.4497
H: -1.6867 2.9389 -4.8084
H: -2.1866 -1.0587 -6.0735
H: -2.6856 -2.3102 6.5814
H: 5.5203 0.8384 -5.9913
H: 5.9085 -0.3145 -3.9810
H: -1.9956 1.0986 0.7285
H: 0.2196 2.0437 -6.1991
H: 6.5557 1.0933 -3.1653
H: -0.6607 3.3085 -7.0312
H: 1.3978 5.1279 0.2917
H: 2.9318 4.5553 -5.0424
H: 6.0568 3.5828 -3.4871
H: 4.2716 0.4140 -2.2854
H: 1.0610 -3.2950 -4.4006
H: 3.1258 4.0427 4.3422
H: -0.1590 3.4999 -2.7775
H: -1.5684 4.4810 1.1268
H: 1.9750 2.2114 -4.5025
H: 5.4147 3.4835 -5.9356
H: 0.2256 -4.3161 -2.1440
H: 4.5602 5.1022 -1.7735
H: -3.3845 -4.4734 5.5483
H: 3.7358 7.3836 -2.3347
H: 4.8018 2.6301 -1.8038
H: -0.2299 2.9502 6.7807
H: -1.7812 -4.1726 -0.8363
H: -0.2508 6.2428 -1.1533
H: 1.8460 7.5006 -0.7554
H: 1.0922 4.8621 -6.8554
H: 3.7799 5.8438 -0.3980
H: 0.6114 -4.5971 -0.4416
H: -0.5859 0.6307 2.7651
H: 2.0273 3.3778 -6.8788
H: -2.3051 0.3141 -4.0273
H: 1.9777 -1.0849 -2.0037
H: 4.0011 2.5573 -5.4851
H: -0.8990 4.5028 -4.7939
H: 6.9098 1.7284 -5.3985
H: -1.8463 1.1201 -0.9855
H: 3.6067 0.7482 -3.8586
H: 1.3818 5.1803 -4.5303
H: -1.3980 -2.5663 -1.4843
H: 1.2726 7.8247 -2.3877
H: -1.1756 1.7297 4.8463
H: -2.4332 -4.1773 1.0982
H: -1.6481 -0.5600 5.2119
H: -0.5184 -2.8893 -6.2809
H: 0.4245 5.5099 -2.5819
H: 4.5660 4.4143 -3.8386
H: 0.5401 3.9467 -0.6757
H: -1.3863 2.9481 1.8362
H: -2.9613 -4.8239 3.1348
H: 1.9509 4.1319 6.5368
H: 3.0220 3.6870 -0.3530

Results
Charge = -2
LUMO = 0.144 Ha
Max |F| = 0.7 eV/A
Orbital gap = 6.22 eV
HOMO energy = -2.3 eV

Entry 4:
The following is a DFT calculation (the ωB97M-V functional and the def2-TZVPD basis) of a structure of composition C4H7NO4 at a distorted geometry.

CARTESIAN COORDINATES (ANGSTROEM)
O: 0.6203 0.3541 -2.4256
O: 0.1085 -0.8547 -4.6924
O: -3.4783 5.2498 -4.8760
O: -1.0443 4.4656 -3.8095
N: 0.0295 1.9363 -4.2875
C: -1.6902 3.6992 -4.4781
C: -1.2273 2.3198 -4.8714
C: 0.7641 0.0253 -4.1796
C: -3.0260 4.1632 -5.1113
H: 1.8389 0.1926 -4.3691
H: -3.5852 3.4020 -5.6972
H: -1.1827 2.2933 -5.9755
H: 0.7448 2.6509 -4.3819
H: 0.0628 1.6604 -2.9379
H: -0.0846 -0.2365 -2.1298
H: -2.0217 1.6040 -4.5965

Results
LUMO = -0.027 Ha
Max |F| = 4.0 eV/A
Orbital gap = 9.05 eV
HOMO energy = -9.8 eV